ORCA calculation (ωB97M-V/def2-TZVPD) on a 3-piece molecular cluster, C4H13N2O2 overall in a non-equilibrium geometry.

Results
Frontier orbital gap (alpha / beta): 2.469 / 2.452 eV
Expectation value of S²: 0.756
Multiplicity: 2
Net charge: +2

```
21
Properties=species:S:1:pos:R:3:mulliken_charge:R:1
O -0.678 0.649 -0.290 -0.457
C -0.559 0.516 -1.527 -0.111
C 0.373 -0.382 -2.050 0.073
C 1.508 -0.953 -1.257 -0.329
C 1.095 -1.713 0.050 -0.676
N 0.019 -2.658 0.133 0.059
N -0.329 4.497 2.200 -0.437
H -1.233 1.084 -2.180 0.458
H 0.446 -0.498 -3.126 0.460
H 2.083 -1.576 -1.943 0.408
H 2.167 -0.198 -0.823 0.321
H 1.949 -2.302 0.431 0.441
H 1.002 -1.030 0.905 0.393
H -0.945 -2.279 0.076 0.278
H 0.191 -3.583 -0.260 0.338
H -0.247 3.748 1.510 0.226
H 0.442 5.155 2.365 0.280
H -0.971 4.321 2.982 0.279
H -1.529 -0.573 0.515 0.329
H -2.839 -0.958 1.230 0.340
O -1.944 -1.267 1.061 -0.673
```


ORCA calculation (ωB97M-V/def2-TZVPD) on C2HN5O in the gas phase in a non-equilibrium geometry.

Results
Frontier orbital gap: 8.287 eV
Multiplicity: 1
SMILES: O=c1ncnnnn1

```
9
Properties=species:S:1:pos:R:3:mulliken_charge:R:1
O -0.438 2.013 0.196 -0.499
C 0.232 0.992 0.406 0.730
N 0.326 0.057 1.382 -0.291
C -0.125 -1.044 1.073 0.056
N -1.092 -1.039 0.009 -0.156
N -0.633 -0.879 -1.158 0.046
N 0.782 -0.587 -1.273 -0.068
N 1.007 0.473 -0.705 -0.132
H 0.141 -1.968 1.768 0.314
```


ORCA calculation (ωB97M-V/def2-TZVPD) on C20H32Br12ClNO2P as an isolated structure in a non-equilibrium geometry.

Results
Frontier orbital gap: 4.245 eV
Multiplicity: 1
Net charge: -1

```
69
Properties=species:S:1:pos:R:3:mulliken_charge:R:1
O -2.106 -0.450 1.734 -0.711
P -1.591 0.813 0.934 0.330
C -1.489 0.512 -0.988 0.125
C -2.652 -0.574 -1.441 -0.529
C -2.113 -1.770 -2.425 0.543
O -1.791 -1.568 -3.732 -0.532
Cl -1.995 -3.484 -1.636 -0.291
C 0.036 -0.083 -1.350 -0.110
C 0.552 -1.246 -0.381 -0.170
C 2.021 -1.907 -0.626 -0.647
C 2.767 -1.172 -1.875 -0.199
C 2.005 -0.014 -2.681 -0.680
N 0.650 0.586 -2.527 -0.327
H -2.513 1.911 1.253 0.026
H -0.253 1.135 1.420 0.033
H -3.241 -1.046 -0.545 0.395
H -3.442 0.056 -2.075 0.146
H -0.125 -1.639 0.497 0.346
H 2.534 -2.757 -0.006 0.284
H 3.858 -1.494 -2.180 0.369
H 2.631 0.469 -3.579 0.311
Br -6.235 2.120 4.257 -0.160
C -5.185 0.510 4.589 -0.542
C -3.932 0.826 5.372 -0.620
Br -2.575 1.643 4.234 -0.027
H -4.986 0.052 3.616 0.325
H -5.845 -0.146 5.166 0.350
H -3.472 -0.093 5.749 0.337
H -4.103 1.511 6.207 0.354
Br 3.646 0.936 -1.035 0.139
C 5.256 1.137 0.047 0.014
C 4.913 1.442 1.487 -0.677
Br 4.370 3.303 1.703 -0.186
H 5.866 1.909 -0.428 0.412
H 5.771 0.174 -0.030 -0.383
H 5.794 1.327 2.125 0.371
H 4.101 0.824 1.880 0.425
Br -1.425 1.757 -2.868 0.349
C -2.748 2.839 -3.808 -0.737
C -2.639 2.659 -5.304 -0.557
Br -1.118 3.645 -6.024 -0.201
H -2.605 3.873 -3.482 0.353
H -3.717 2.480 -3.446 0.275
H -3.515 3.080 -5.807 0.370
H -2.516 1.616 -5.608 0.327
Br -5.008 -7.323 -6.221 -0.162
C -4.279 -6.751 -4.504 -0.519
C -3.300 -5.613 -4.677 -0.301
Br -1.585 -6.253 -5.347 -0.123
H -3.841 -7.635 -4.033 0.378
H -5.148 -6.428 -3.921 0.345
H -3.074 -5.151 -3.711 0.018
H -3.648 -4.843 -5.371 0.378
Br 9.210 -0.696 1.374 -0.108
C 7.612 -1.777 1.667 -0.410
C 7.595 -2.985 0.758 -0.544
Br 7.095 -2.491 -1.061 -0.141
H 6.751 -1.118 1.531 0.083
H 7.666 -2.085 2.716 0.375
H 6.829 -3.697 1.081 0.341
H 8.559 -3.496 0.698 0.385
Br 0.463 4.421 3.935 -0.092
C -1.157 5.305 4.568 -0.530
C -1.063 5.630 6.041 -0.558
Br -1.339 4.039 7.134 -0.144
H -1.996 4.650 4.320 0.239
H -1.230 6.222 3.975 0.363
H -1.861 6.319 6.334 0.338
H -0.098 6.054 6.331 0.365
```


ORCA calculation (ωB97M-V/def2-TZVPD) on a 2-piece molecular cluster, C2H10N2S overall in a non-equilibrium geometry.

Results
Frontier orbital gap: 10.100 eV
Multiplicity: 1
SMILES: NCN.CS

```
15
Properties=species:S:1:pos:R:3:mulliken_charge:R:1
N 1.805 0.554 -0.797 -0.577
C 2.556 1.174 0.284 -0.292
N 1.714 1.258 1.606 -0.594
H 1.091 1.173 -1.190 0.223
H 1.339 -0.286 -0.382 0.271
H 2.934 2.230 0.089 0.304
H 3.444 0.419 0.438 0.262
H 0.957 1.859 1.382 0.192
H 2.290 1.678 2.347 0.218
C -3.415 -1.799 -0.415 -0.737
S -1.915 -0.862 -0.704 -0.195
H -4.318 -1.142 -0.488 0.259
H -3.328 -2.095 0.667 0.229
H -3.595 -2.738 -0.943 0.309
H -1.559 -1.424 -1.895 0.127
```


Computed total energy, in the same sequence as the records: -11409.51587 -11582.33765 -889154.76504 -16050.68419 eV.